This record from the OMol25 dataset describes 7 unconnected molecules or ions with the total composition C42H98N6O16 at a distorted geometry. The level of theory is ωB97M-V/def2-TZVPD.

The value obtained for the total energy is -3190.00250 Ha. Its net charge is +4. The value obtained for the gap between HOMO and LUMO is 7.68 eV. The HOMO energy comes out at -15.385 eV. The energy above the lowest of the compared OMol25 structures with the same formula, charge and spin is 0.0 kJ/mol.

Each line ends with the Löwdin charge.
Atoms and positions in Å:
O -20.70836 -14.04674 9.68725  -0.14
O -22.16839 -7.84441 15.20551  -0.22
O -14.47587 -4.22281 17.68096  -0.21
O -20.50118 -9.75575 19.56847  -0.19
O -16.48064 -10.19483 14.08384  -0.05
O -12.08398 -14.88586 12.34565  -0.22
O -16.21408 -12.50522 12.70730  -0.05
O -20.11785 -14.18298 14.58410  -0.03
O -15.08189 -8.49267 18.18107  -0.19
O -15.09921 -12.75843 15.65444  -0.19
O -13.82014 -9.04614 11.71922  -0.19
O -20.40694 -11.81880 15.99392  0.00
O -23.63864 -12.35536 14.06008  -0.19
O -15.59440 -11.80182 8.96005  -0.21
O -15.42274 -17.09251 15.15835  -0.22
O -17.57056 -17.14815 18.23355  -0.18
N -13.43810 -12.97290 13.46785  0.05
N -14.90249 -6.50088 16.63090  0.04
N -22.04258 -9.61173 17.08511  0.07
N -22.53356 -14.56263 12.81152  0.07
N -16.07034 -10.26278 10.95868  0.05
N -17.90348 -17.72778 15.54972  0.07
C -19.35132 -13.22194 14.37497  -0.36
C -16.04681 -8.77381 10.95822  -0.08
C -12.70782 -14.01677 11.39546  -0.17
C -13.59335 -4.44880 16.58548  -0.18
C -20.85326 -8.02578 15.67132  -0.21
C -15.76004 -8.79921 16.97507  -0.18
C -12.67842 -8.44049 12.32731  -0.06
C -16.85365 -12.11795 9.52588  -0.19
C -20.94851 -8.58356 17.07366  -0.08
C -14.09611 -17.60516 15.15650  -0.06
C -24.52169 -13.06997 13.22900  -0.22
C -17.03166 -16.59871 19.43139  -0.06
C -22.24118 -7.26900 13.90489  -0.06
C -14.99990 -8.32602 11.94174  -0.24
C -22.18514 -13.72968 11.60101  -0.08
C -13.78946 -12.21948 15.75762  -0.18
C -18.41521 -10.98419 15.15319  0.00
C -12.87781 -12.69976 12.11833  -0.09
C -18.23898 -16.18911 17.46450  -0.22
C -11.11493 -15.76532 11.79819  -0.07
C -18.26491 -13.30460 13.48353  -0.02
C -17.24105 -12.35665 13.40588  -0.37
C -15.42434 -7.72281 15.93546  -0.08
C -13.41768 -11.78662 14.36868  -0.09
C -15.58901 -13.19264 16.89006  -0.09
C -15.01271 -12.86458 8.21697  -0.06
C -17.59120 -17.14776 14.20463  -0.07
C -24.17414 -11.08579 14.38854  -0.07
C -16.11175 -17.34202 13.94491  -0.19
C -20.73560 -12.72065 9.25330  -0.10
C -14.03348 -3.19835 18.55780  -0.07
C -22.62970 -9.97912 18.40798  -0.08
C -20.79425 -14.15807 11.06747  -0.22
C -19.28898 -10.50682 19.61582  -0.08
C -14.33895 -5.45304 15.72595  -0.08
C -14.86745 -9.60134 19.01408  -0.08
C -19.45951 -11.93722 15.20818  -0.35
C -24.03250 -14.47924 13.06698  -0.08
C -18.92119 -16.93559 16.36771  -0.08
C -17.36294 -11.06921 14.25824  -0.37
C -21.65018 -10.53555 19.42403  -0.21
C -17.27446 -10.89203 10.33612  -0.08
H -19.10099 -11.04871 18.68378  0.08
H -16.61056 -13.55316 16.80078  0.07
H -17.76972 -10.14856 9.71434  0.14
H -19.92894 -12.10766 9.67344  0.08
H -15.60344 -6.10409 17.25814  0.18
H -12.73108 -8.64906 13.39356  0.08
H -15.36614 -8.46941 12.97176  0.09
H -13.09490 -12.97147 16.15464  0.14
H -13.45356 -3.58650 19.39783  0.10
H -14.21443 -10.37358 18.59818  0.08
H -13.42211 -2.44219 18.05737  0.10
H -13.69750 -17.46882 16.15850  0.10
H -24.59956 -12.57312 12.25972  0.14
H -21.75835 -10.45726 16.56146  0.14
H -13.45630 -17.05552 14.45606  0.09
H -15.68218 -13.24558 7.44282  0.10
H -13.87302 -11.36260 16.43510  0.11
H -14.72924 -13.70681 8.86162  0.08
H -13.60993 -12.09447 11.58570  0.12
H -10.48997 -16.18262 12.58729  0.10
H -18.06269 -14.23973 12.96729  0.10
H -10.41673 -15.25802 11.12502  0.10
H -19.02301 -15.62105 17.97711  0.15
H -20.53997 -12.70823 8.17422  0.11
H -20.34746 -7.05359 15.74159  0.14
H -21.68951 -7.89266 13.18542  0.09
H -19.60437 -17.70921 16.72410  0.14
H -16.85927 -12.99453 10.18004  0.12
H -15.92491 -18.36484 13.58973  0.14
H -19.30491 -11.19797 20.46052  0.10
H -14.41814 -9.26677 19.94779  0.11
H -22.93134 -13.96547 10.84805  0.15
H -12.08128 -13.84618 10.52230  0.14
H -21.70754 -12.21609 9.30638  0.10
H -13.47697 -3.50307 16.05397  0.14
H -16.83391 -8.79214 17.18642  0.12
H -16.34699 -7.34789 15.48924  0.14
H -13.69160 -14.45283 11.20526  0.13
H -20.02637 -8.97386 17.47415  0.11
H -14.21443 -11.14960 13.96706  0.12
H -22.09824 -12.71032 11.95638  0.13
H -11.79045 -8.84024 11.82989  0.10
H -20.49138 -15.13687 11.45379  0.13
H -15.46040 -9.76448 16.56214  0.10
H -16.07472 -10.52238 11.96587  0.12
H -24.61313 -14.96292 12.28405  0.15
H -18.50095 -10.12072 15.80210  0.09
H -18.53925 -9.73944 19.80615  0.09
H -24.11992 -15.07498 13.97724  0.14
H -25.47924 -13.17837 13.74922  0.15
H -12.63636 -4.81736 16.97005  0.14
H -24.98904 -10.78008 13.73264  0.10
H -12.85594 -13.71944 13.87532  0.17
H -14.97376 -13.98946 17.33064  0.10
H -18.16827 -17.70979 13.47612  0.14
H -19.53531 -16.35587 15.67890  0.11
H -12.58609 -7.40693 11.97324  0.10
H -17.82502 -16.42496 20.16407  0.10
H -14.06380 -18.66530 14.89512  0.10
H -22.28696 -15.53666 12.65022  0.17
H -11.55144 -16.61584 11.26652  0.10
H -21.75903 -6.29111 13.87905  0.10
H -11.93073 -12.19688 12.28790  0.15
H -18.21353 -18.69520 15.49605  0.19
H -22.75530 -9.11545 16.53735  0.15
H -23.39810 -10.32914 14.22904  0.08
H -15.20540 -10.61563 10.54043  0.15
H -17.52727 -12.22560 8.66978  0.13
H -14.89721 -2.66636 18.95278  0.10
H -23.14393 -9.08891 18.77164  0.15
H -21.32086 -7.80925 17.74567  0.15
H -20.04203 -13.53175 11.57703  0.10
H -15.90117 -8.40520 9.94690  0.15
H -22.04775 -14.18639 13.64897  0.14
H -14.80387 -8.08893 15.12535  0.11
H -23.39448 -10.73151 18.21891  0.14
H -14.88144 -7.23267 11.92524  0.14
H -17.87217 -16.09874 14.24758  0.11
H -17.01570 -8.46295 11.35080  0.14
H -14.14363 -6.80276 17.25263  0.17
H -17.48837 -15.51343 17.02750  0.12
H -15.82802 -10.04498 19.31020  0.09
H -20.25394 -8.68513 15.02858  0.12
H -17.92376 -11.16520 11.16479  0.12
H -24.43965 -11.07574 15.44725  0.09
H -17.04751 -17.70762 16.13070  0.15
H -12.47120 -11.25496 14.32584  0.14
H -16.52062 -15.65304 19.22462  0.08
H -14.37768 -13.39591 13.43863  0.15
H -15.61202 -12.37715 17.62967  0.09
H -22.17676 -10.60766 20.38458  0.14
H -15.68708 -16.68214 13.18131  0.13
H -21.48719 -11.59357 19.17595  0.13
H -13.73771 -5.95465 14.97476  0.13
H -23.28851 -7.28678 13.62784  0.10
H -14.10219 -12.47317 7.77218  0.10
H -16.34219 -17.31086 19.87425  0.10
H -15.20069 -4.94068 15.30053  0.15

Forces on the atoms, in the same order (eV/Å):
O 0.016 -0.606 0.177
O 0.089 -0.108 -0.044
O 0.050 -0.143 -0.367
O 0.181 -0.290 -0.349
O 0.249 0.222 -0.260
O 0.286 0.234 -0.219
O 0.442 0.152 -0.186
O -0.589 0.248 -0.191
O 0.589 0.183 -0.650
O 0.186 -0.291 -0.386
O 0.338 0.151 -0.346
O -0.798 0.093 0.061
O 0.118 -0.131 -0.254
O 0.254 -0.270 0.489
O -0.248 -0.198 -0.014
O -0.025 -0.027 0.249
N 0.846 -0.634 0.670
N 1.352 -0.915 -0.273
N 0.198 -0.139 -0.178
N -1.143 1.221 -0.628
N -0.196 0.387 0.922
N -0.160 0.578 0.681
C 0.729 -0.532 -0.189
C -0.391 -0.058 0.292
C 0.213 -0.423 1.281
C -0.575 0.210 0.746
C 0.353 0.260 0.068
C -0.020 0.104 0.256
C 0.065 -0.214 -1.505
C -0.098 0.591 -0.547
C -0.693 0.300 0.304
C 0.395 0.143 0.048
C 0.130 -0.249 0.571
C -0.121 0.046 0.314
C 0.484 -0.650 -0.196
C -0.220 0.683 0.957
C 1.409 -1.263 0.359
C -0.907 -0.052 0.132
C -0.271 -0.088 -0.176
C -0.730 -0.178 -0.146
C 0.050 0.015 -0.510
C 0.772 -0.624 -0.283
C 0.354 -0.177 -0.104
C -0.315 -0.063 0.382
C -1.427 0.746 0.381
C -1.083 0.341 -0.300
C -0.031 -0.070 1.067
C 0.250 -0.229 0.065
C 0.270 -0.151 0.249
C 0.797 0.665 0.127
C 0.867 -0.228 -0.023
C 0.241 0.809 -1.636
C 0.155 0.771 0.557
C -0.214 0.421 0.247
C 0.325 0.773 1.225
C -0.276 0.566 0.438
C -0.510 0.428 0.306
C -0.452 -0.457 1.095
C 0.232 0.303 0.746
C 0.685 -0.835 0.826
C -0.959 -1.322 -1.022
C 0.289 -0.084 -0.252
C -0.764 -0.830 0.314
C 0.202 0.070 -0.122
H -0.028 0.032 -0.065
H 0.008 0.056 -0.401
H 0.125 0.037 -0.050
H -0.206 -0.048 0.478
H 0.076 0.179 -0.012
H 0.429 0.522 0.198
H -0.029 -0.542 -0.189
H 0.056 0.136 0.134
H -0.019 -0.213 -0.114
H -0.054 0.134 -0.325
H -0.020 -0.185 -0.221
H -0.050 -0.045 0.020
H -0.370 0.023 -0.010
H 0.373 0.025 0.062
H -0.126 -0.002 -0.047
H -0.027 0.170 -0.036
H 0.609 0.046 -0.018
H -0.166 0.090 0.089
H 0.241 0.334 0.068
H -0.296 0.175 0.269
H -0.268 0.017 -0.082
H -0.239 0.176 -0.031
H 0.253 0.030 0.312
H 0.044 -0.361 0.159
H 0.098 -0.082 -0.097
H -0.098 -0.067 0.111
H 0.119 0.203 0.582
H 0.294 -0.139 -0.220
H 0.023 -0.019 0.205
H 0.070 -0.085 -0.034
H 0.118 0.247 -0.173
H -0.146 0.476 -0.070
H -0.221 -0.268 -0.260
H 0.004 -0.130 0.629
H 0.376 -0.163 -0.249
H -0.013 -0.253 -0.166
H 0.010 -0.409 -0.318
H 0.014 0.161 -0.695
H 0.080 -0.172 -0.143
H 0.078 0.153 0.196
H -0.712 0.202 -0.262
H -0.096 -0.662 0.535
H -0.425 -0.406 -0.728
H -0.198 -0.099 0.109
H 0.284 -0.397 -0.090
H 0.366 -0.155 -0.210
H 0.025 0.051 -0.020
H 0.272 -0.268 -0.095
H -0.496 0.233 0.075
H -0.284 0.249 -0.511
H 0.123 -0.018 -0.285
H -0.276 -0.247 0.221
H 0.149 0.101 -0.220
H 0.008 -0.018 -0.178
H -0.171 0.329 -0.169
H 0.386 0.494 0.062
H -0.450 0.277 0.890
H -0.042 0.088 -0.115
H -0.122 -0.001 0.030
H 0.196 0.030 0.172
H -0.246 0.197 -0.034
H -0.428 0.226 0.106
H 0.034 0.118 -0.222
H 0.144 -0.032 -0.129
H -0.200 -0.417 -0.139
H 0.105 -0.099 0.095
H -0.182 -0.118 -0.206
H -0.382 -0.363 0.378
H -0.116 -0.232 -0.020
H 0.166 0.068 0.058
H 0.209 0.037 0.058
H -0.075 0.229 -0.307
H 0.067 -0.053 -0.058
H 0.220 -0.380 -0.206
H 0.523 0.290 0.230
H -0.021 0.000 -0.020
H 0.300 -0.093 -0.704
H -0.081 0.020 -0.118
H -0.051 0.149 -0.262
H -0.246 -0.031 0.214
H -0.235 0.275 0.103
H 0.075 -0.134 -0.221
H -0.236 -0.015 -0.154
H -0.187 -0.048 -0.152
H -0.412 0.032 -0.112
H 0.117 -0.218 -0.284
H 0.228 -0.335 -0.115
H 0.084 -0.058 0.011
H -0.299 0.721 -0.219
H 0.048 0.045 -0.164
H -0.113 0.242 -0.070
H -0.524 0.108 -0.190
H 0.677 0.207 -0.235
H 0.067 0.126 -0.092
H -0.026 0.463 -0.042
H -0.083 0.047 -0.153
H 0.078 -0.069 -0.212
H 0.092 -0.116 -0.356


This record from the OMol25 dataset describes 2 unconnected molecules or ions with the total composition C4H8NO2 at a distorted geometry. The level of theory is ωB97M-V/def2-TZVPD.

The value obtained for the total energy is -362.29066 Ha. Its net charge is -1. The value obtained for the gap between HOMO and LUMO is 6.07 eV. The HOMO energy comes out at -2.828 eV. The energy above the lowest of the compared OMol25 structures with the same formula, charge and spin is 613.2 kJ/mol.

Each line ends with the Löwdin charge.
Atoms and positions in Å:
O 3.02835 -0.47140 0.54440  -0.34
O -2.55710 -0.19576 1.55899  -0.02
N -1.10784 -0.16103 -0.87332  0.11
C 0.68053 -0.23581 0.86091  -0.14
C -0.57657 -0.59744 0.24621  -0.30
C -1.90166 -0.90515 0.82017  -0.34
C 1.91377 -0.18371 -0.11038  -0.56
H 1.68659 -0.85430 -0.98191  0.08
H 0.91161 -0.99767 1.59711  0.11
H 0.55285 0.73258 1.35478  0.14
H -1.03418 -0.84846 -1.62442  0.08
H -2.30431 -1.89570 0.53003  0.11
H -0.91832 2.71069 -1.65878  -0.01
H 1.89204 0.83122 -0.57306  0.08
H -0.26579 3.07195 -1.69072  0.00

Forces on the atoms, in the same order (eV/Å):
O 0.301 -0.129 0.153
O 0.129 0.545 0.121
N 1.318 -1.638 -0.683
C 0.178 -0.785 -0.531
C -1.444 3.067 0.192
C -0.189 -1.860 1.100
C 0.322 0.300 -0.119
H -0.180 -0.193 0.023
H 0.171 -0.022 0.590
H -0.039 -0.112 0.081
H -0.508 0.630 -0.393
H 0.014 0.072 -0.467
H 0.158 0.038 0.011
H -0.090 0.127 -0.073
H -0.142 -0.040 -0.004


This record from the OMol25 dataset describes 2 unconnected molecules or ions with the total composition C10H15BrO at a distorted geometry. The level of theory is ωB97M-V/def2-TZVPD.

The value obtained for the total energy is -3039.02293 Ha. The value obtained for the gap between HOMO and LUMO (spin up / spin down) is 6.38 / 6.04 eV. The HOMO energy (spin up / spin down) comes out at -5.540 / -8.708 eV. Its spin multiplicity is 3.

Each line ends with the Löwdin spin population.
Atoms and positions in Å:
Br -2.66800 1.51932 1.86232  0.00
O 0.83539 -1.33387 3.66355  0.07
C -1.68168 0.94436 -0.88411  0.00
C 0.63029 -0.12422 -0.25740  0.00
C 2.48986 1.71465 2.87888  0.87
C -0.46313 0.88540 -0.00039  0.00
C -1.79150 0.44548 0.52204  0.00
C 0.14093 -1.29249 -1.10848  0.00
C -1.86268 -0.05934 -2.00780  0.00
C -0.55754 -0.77351 -2.36214  0.00
C 0.64908 0.02353 3.57994  0.14
C 1.55358 0.89347 3.23881  0.77
H 1.76195 -1.54022 3.49644  0.01
H 3.13823 2.19562 3.59599  0.05
H -2.60253 -0.80525 -1.70667  0.00
H 1.02407 -0.48498 0.69603  0.00
H -0.36527 0.30537 3.82355  0.03
H -0.09754 1.83250 0.38232  0.00
H 1.44569 0.38122 -0.78224  0.00
H -0.77968 -1.60224 -3.03542  0.00
H -1.98287 -0.60139 0.70160  0.00
H -2.25231 0.44799 -2.89024  0.00
H -0.54800 -1.91692 -0.53641  0.00
H 2.63801 1.98756 1.84355  0.05
H 0.10955 -0.08634 -2.88399  0.00
H -2.08675 1.92974 -1.08154  0.00
H 0.99329 -1.91609 -1.38827  0.00

Forces on the atoms, in the same order (eV/Å):
Br 0.074 -0.076 -0.131
O -0.382 -0.883 0.232
C -0.297 0.066 -0.099
C -0.134 -0.163 0.046
C 7.509 6.677 -2.926
C 0.259 0.054 0.257
C 0.086 0.389 0.215
C 0.221 0.128 -0.225
C 0.223 -0.089 -0.080
C -0.224 -0.205 0.131
C 1.260 1.267 -0.501
C -8.297 -7.179 3.182
H 0.042 0.086 -0.035
H 0.147 0.077 -0.019
H -0.063 -0.003 -0.071
H 0.042 0.045 0.013
H -0.413 -0.167 0.073
H -0.178 0.023 0.004
H 0.030 -0.021 -0.024
H 0.056 0.014 -0.103
H -0.003 -0.044 -0.062
H -0.067 -0.008 0.003
H -0.011 -0.103 0.035
H 0.090 0.125 -0.064
H 0.079 0.049 -0.082
H 0.012 -0.009 0.163
H -0.060 -0.048 0.069